No. 1
Entry from the OMol25 dataset: a cluster of 7 separate species, C53H117N7O7 in total (ωB97M-V with the def2-TZVPD basis set).

Values from the calculation:
* E_tot: -81605.7594 eV
* orbital gap (spin up / spin down): 7.868 / 3.743 eV
* LUMO (spin up / spin down): -1.7 / -5.9 eV

Structure (ORCA input):
```
! RIJCOSX wB97M-V def2-TZVPD def2/J DEFGRID3
* xyz 1 2
C -0.45334 -4.94189 0.33250
C 0.58996 -5.40113 1.36369
C 1.92744 -5.15608 0.57998
C 3.20496 -5.34308 1.47500
C 3.15392 -4.24917 2.59417
C 1.86880 -4.32696 3.38922
N 0.67953 -4.54044 2.54779
O -0.44822 -4.58538 3.23634
C 1.94011 -5.38901 4.47053
C 1.74449 -2.97023 4.06341
C 0.43162 -6.86969 1.78692
H -0.42881 -5.63790 -0.50599
H -0.35499 -3.86721 0.17930
H -1.49324 -5.06332 0.63574
H 2.05497 -5.76795 -0.31302
H 1.98676 -4.19871 0.06227
H 4.11092 -5.12589 0.90916
H 3.32885 -6.37530 1.80252
H 3.43389 -3.32184 2.09439
H 3.90215 -4.56225 3.32234
H 2.45665 -6.27138 4.09275
H 2.31999 -5.10669 5.45240
H 0.94600 -5.81228 4.61435
H 1.65745 -2.16923 3.32930
H 0.79441 -2.81293 4.57401
H 2.65198 -2.85164 4.65544
H -0.61394 -7.00906 2.06162
H 0.99312 -7.15619 2.67615
H 0.67971 -7.55937 0.98013
H -0.98709 -3.89951 2.83535
C 3.06851 -0.20529 -5.01317
C 4.11230 0.41834 -4.11483
C 4.72956 -0.79587 -3.33546
C 6.11979 -0.41311 -2.64110
C 7.11404 0.09062 -3.72587
C 6.63028 1.26446 -4.60408
N 5.22423 0.90720 -5.02362
O 4.76510 1.81201 -5.97350
C 6.73254 2.51988 -3.71191
C 7.54266 1.46384 -5.81595
C 3.53388 1.42143 -3.12475
H 2.26213 -0.62785 -4.41375
H 3.47744 -1.00607 -5.62931
H 2.61895 0.50847 -5.70349
H 3.99667 -0.99244 -2.55293
H 4.90058 -1.73697 -3.85813
H 6.51159 -1.39523 -2.37643
H 6.00431 0.30493 -1.82920
H 7.39799 -0.77031 -4.33108
H 7.98238 0.38469 -3.13631
H 6.21536 2.55058 -2.75291
H 7.78604 2.77783 -3.60374
H 6.27786 3.31220 -4.30654
H 7.20952 2.31676 -6.40726
H 8.59925 1.61390 -5.59419
H 7.58151 0.59617 -6.47453
H 4.13935 1.64676 -2.24684
H 2.53716 1.10550 -2.81677
H 3.31340 2.32064 -3.69999
H 4.95146 1.43363 -6.83588
C 2.02040 2.56080 3.76172
C 3.46856 2.17591 3.30895
C 4.18184 1.36988 4.40577
C 5.53308 0.67770 4.05902
C 5.20962 -0.23447 2.91023
C 4.47535 0.46439 1.70156
N 3.37660 1.32994 2.08289
O 2.86171 1.96934 0.98678
C 5.66412 1.08209 0.86693
C 3.83987 -0.69161 0.83413
C 4.22311 3.45441 3.07521
H 1.41998 1.65578 3.85403
H 1.63448 3.27030 3.02976
H 1.96657 3.08492 4.71593
H 4.32454 2.02499 5.26517
H 3.60986 0.48617 4.68860
H 5.95198 0.12800 4.90190
H 6.23109 1.48303 3.83026
H 4.68911 -1.12612 3.25969
H 6.20422 -0.55272 2.59783
H 6.06953 1.94695 1.39207
H 6.48748 0.44381 0.54636
H 5.29818 1.41851 -0.10313
H 4.51975 -1.51341 0.60938
H 2.96972 -1.09560 1.35157
H 3.55089 -0.36397 -0.16449
H 3.77066 4.08925 2.31340
H 5.25999 3.23805 2.81796
H 4.37596 4.09153 3.94631
H 3.62752 2.51181 0.78457
C -5.08992 7.23001 0.51499
C -4.53572 6.05508 -0.30558
C -4.65417 6.50871 -1.78306
C -3.95956 5.70456 -2.90430
C -2.48061 5.53364 -2.44276
C -2.37796 4.87708 -0.99611
N -3.12667 5.75983 -0.05748
O -2.93352 5.43262 1.27503
C -2.84192 3.40549 -0.88841
C -0.87287 5.08516 -0.59826
C -5.48230 4.84929 -0.07055
H -6.10421 7.46783 0.19443
H -4.51629 8.15585 0.47170
H -5.17314 6.94093 1.56266
H -5.72560 6.58463 -1.96844
H -4.27329 7.51596 -1.95183
H -3.93667 6.26194 -3.84074
H -4.34614 4.69706 -3.05798
H -1.96142 6.49110 -2.40002
H -1.92041 4.82413 -3.05175
H -2.10689 2.80694 -1.42652
H -2.90280 3.06779 0.14617
H -3.78796 3.06478 -1.30916
H -0.18192 4.80401 -1.39301
H -0.65881 6.14242 -0.44178
H -0.57355 4.52676 0.28870
H -5.67784 4.24984 -0.95966
H -6.48992 5.10816 0.25468
H -5.02485 4.20449 0.67983
H -2.23762 6.03716 1.54309
C -4.69226 0.40829 -2.52125
C -5.37624 -0.55237 -1.47964
C -6.80541 -0.94889 -2.02161
C -6.83610 -2.18432 -2.97330
C -6.05343 -3.31858 -2.24375
C -4.58832 -2.98081 -1.83862
N -4.61671 -1.74181 -1.08391
O -3.44239 -1.46551 -0.37089
C -4.08003 -4.16740 -0.97282
C -3.67856 -2.87935 -3.03683
C -5.54624 0.28776 -0.20779
H -5.21091 1.36695 -2.53007
H -4.78339 -0.03422 -3.51320
H -3.64244 0.50593 -2.24473
H -7.60782 -1.06898 -1.29373
H -7.19974 -0.16974 -2.67394
H -6.38584 -1.91433 -3.92854
H -7.82516 -2.56284 -3.23134
H -6.05084 -4.20115 -2.88340
H -6.52729 -3.64195 -1.31692
H -4.73109 -4.08489 -0.10252
H -4.30026 -5.16319 -1.35755
H -3.07114 -3.96938 -0.61086
H -3.67338 -3.78495 -3.64341
H -3.94538 -2.07662 -3.72424
H -2.64797 -2.81137 -2.68848
H -5.99724 -0.29236 0.59729
H -6.09834 1.19138 -0.46617
H -4.64906 0.70851 0.24625
H -2.83598 -1.17970 -1.05805
C -0.97718 1.15086 1.14293
C -0.37318 -0.23728 1.09846
C 0.28384 -0.76155 -0.24800
O -0.68503 -0.96650 -1.30079
C -0.53884 -0.06891 -2.39617
N 0.52805 -0.24570 2.27101
H -1.48490 1.33288 2.09013
H -1.81968 1.00095 0.46778
H -0.39548 2.02603 0.85342
H -1.19130 -0.92846 1.30107
H 0.77604 -1.72327 -0.10331
H 1.14376 -0.12885 -0.46783
H -0.31978 0.87650 -1.89986
H -1.47833 -0.04050 -2.94811
H 0.37138 -0.39136 -2.90177
H 1.33783 0.33845 2.11887
H 0.83530 -1.20145 2.38173
C -3.96673 -3.05584 4.45277
C -3.92303 -2.47285 3.06125
C -3.91777 -0.92006 3.01117
O -5.01008 -0.41656 3.79060
C -5.07744 1.00006 3.71490
N -2.82399 -3.05798 2.32650
H -4.07972 -4.13831 4.51267
H -4.83587 -2.66710 4.98341
H -3.04444 -2.73488 4.93699
H -4.82747 -2.81091 2.55549
H -3.94110 -0.53846 1.99042
H -2.96955 -0.61893 3.45648
H -5.92249 1.33410 4.31690
H -5.20072 1.31763 2.67951
H -4.16022 1.49539 4.03344
H -3.16921 -3.90047 1.88930
H -2.51879 -2.37868 1.64421
*
```

Atom charges from the Löwdin analysis, given in e for atoms 1 to 6: -0.0072 -0.4396 -0.1155 -0.1304 -0.1149 -0.4780

No. 2
Entry from the OMol25 dataset: a cluster of 6 separate species, C20H35ClN5O4 in total (ωB97M-V with the def2-TZVPD basis set).

Values from the calculation:
* ΔE to the lowest compared entry with this formula, charge and spin: 45.65 kcal per mole
* E_tot: -49462.9040 eV
* orbital gap: 9.570 eV
* LUMO: 2.5 eV

Structure (ORCA input):
```
! RIJCOSX wB97M-V def2-TZVPD def2/J DEFGRID3
* xyz -1 1
Cl 33.98776 9.19366 -1.24462
O 33.24039 9.90786 -2.17596
O 33.14654 8.24123 -0.52010
O 35.07016 8.51901 -1.97979
O 34.59831 10.09377 -0.26131
C 31.52241 5.32545 -4.69365
C 31.30158 6.05819 -3.36764
C 31.81296 5.53998 -1.93424
C 31.57690 4.17358 -1.55781
N 31.27496 3.10586 -1.27143
H 31.01958 4.35839 -4.70091
H 32.59804 5.17184 -4.60699
H 31.19955 6.03075 -5.45943
H 30.21873 6.05684 -3.24302
H 31.66397 7.07448 -3.52237
H 31.34089 6.10883 -1.13321
H 32.84164 5.86909 -1.78725
C 31.56166 8.32369 4.11777
C 32.66999 7.84042 3.09320
C 33.89565 8.78443 3.09908
C 34.66804 8.78221 4.39319
N 35.33260 8.71120 5.38215
H 31.05677 9.19372 3.69794
H 32.06786 8.70437 5.00487
H 30.76337 7.59299 4.24785
H 32.25118 7.88672 2.08793
H 33.03969 6.82217 3.21391
H 33.76834 9.75292 2.61545
H 34.54830 8.23715 2.41892
C 34.19596 10.64833 -5.49617
C 34.60806 9.69103 -6.62651
C 33.53654 8.61036 -6.84958
C 32.15830 9.14833 -6.98128
N 31.06352 9.59186 -7.11255
H 34.87567 10.93591 -4.69405
H 33.22303 10.39897 -5.07269
H 33.85928 11.57547 -5.96000
H 35.56520 9.21708 -6.40887
H 34.75872 10.34734 -7.48362
H 33.43527 7.87923 -6.04752
H 33.69824 8.10237 -7.80032
C 29.72074 10.47936 -1.91488
C 29.20594 9.12319 -1.29100
C 29.12578 9.07440 0.22003
C 28.80249 10.35803 0.85988
N 28.60651 11.39185 1.44260
H 29.23318 11.41189 -1.63065
H 29.57849 10.39738 -2.99244
H 30.74135 10.56182 -1.54117
H 29.91592 8.35493 -1.59728
H 28.27285 8.75533 -1.71776
H 30.16812 8.93347 0.50597
H 28.43607 8.35763 0.66575
C 36.96928 13.69036 -0.85967
C 37.82943 12.88424 -1.70970
C 37.79060 11.33759 -1.35822
C 38.10083 11.11971 -0.02022
N 38.40578 10.83012 1.06729
H 37.19468 13.52002 0.19308
H 35.88417 13.59105 -0.88766
H 37.07723 14.76843 -0.97883
H 38.89503 13.07634 -1.58454
H 37.68257 13.03470 -2.77922
H 38.54011 10.75640 -1.89539
H 36.87124 10.80997 -1.61217
*
```

Atom charges from the Löwdin analysis, given in e for atoms 1 to 6: 0.6211 -0.3569 -0.3926 -0.3937 -0.3844 -0.1079